1.
The following is a quantum chemistry calculation of a structure of composition C41H58BiGeN5O4SSeSiTe, from OMol25.

The geometry in XYZ format:
```
114
Properties=species:S:1:pos:R:3
Bi -0.54362 -0.34405 0.27890
C -1.43838 -4.53571 2.08403
O -0.14414 -4.53178 2.67774
C 0.43477 -3.33149 2.98210
C 1.74301 -3.49853 3.58616
C 2.46178 -2.49420 4.09253
C 1.79630 -1.15294 4.17885
C 0.86406 -0.89734 2.97197
C -0.00947 0.32577 3.21194
N 0.48926 1.48052 3.06218
N -0.31426 2.57513 3.24024
C -1.30851 2.68950 2.39059
O -1.63711 1.88288 1.45042
C -2.10406 3.95149 2.54275
C -1.51977 5.13105 2.99368
C -2.27924 6.28469 3.12352
C -3.63327 6.26964 2.81437
C -4.22384 5.09213 2.37703
C -3.45938 3.94270 2.23838
C -0.01615 -2.09161 2.67941
O -1.06050 -1.77949 1.91706
H -1.74886 -5.57814 2.06692
H -2.14158 -3.94898 2.67696
H -1.41593 -4.13875 1.06870
H 2.13632 -4.50847 3.57598
H 3.43354 -2.65275 4.54132
H 1.11499 -1.18418 5.04387
H -1.05566 0.16614 3.47955
H -0.46382 5.12887 3.22758
H -1.81283 7.19985 3.46714
H -4.22370 7.17204 2.91214
H -5.28176 5.06727 2.14552
H -3.91185 3.01784 1.90860
C -4.09300 -1.31987 -2.20824
Si -3.28675 -1.89503 -0.61607
C -3.66649 -0.64043 0.72708
C -4.17312 -3.43387 0.02554
N -1.56411 -1.98497 -0.91431
C -1.00479 -3.01456 -1.66087
C -1.76406 -4.04117 -2.25490
C -1.20218 -5.05404 -3.01399
C 0.16242 -5.07840 -3.24014
C 0.94163 -4.06002 -2.70999
C 0.36979 -3.06093 -1.94249
O 1.11323 -1.98767 -1.46713
C 2.48193 -2.16532 -1.40665
C 3.02939 -3.13237 -0.57665
C 4.40620 -3.26307 -0.51318
C 5.23076 -2.43683 -1.27022
C 4.66797 -1.47928 -2.10075
C 3.28506 -1.34453 -2.17393
H -5.18511 -1.35582 -2.14979
H -3.77861 -1.93710 -3.05367
H -3.79344 -0.28824 -2.41725
H -4.75445 -0.52653 0.75462
H -3.25026 0.36199 0.59497
H -3.33690 -1.00997 1.70008
H -5.20382 -3.41478 -0.34085
H -4.20784 -3.40074 1.11740
H -3.74047 -4.39362 -0.25467
H -2.83641 -4.02676 -2.13432
H -1.84292 -5.81836 -3.43591
H 0.62063 -5.85794 -3.83346
H 2.00603 -4.04082 -2.90307
H 2.37676 -3.76241 0.01475
H 4.83921 -4.01797 0.13121
H 6.30636 -2.54624 -1.21756
H 5.30284 -0.84320 -2.70375
H 2.80899 -0.61729 -2.81813
C 4.60775 -0.48892 2.86715
N 3.80534 0.31839 3.77071
C 4.21281 1.70263 4.04515
C 3.12849 2.20989 5.01172
N 2.30853 1.01244 5.19434
C 2.67079 0.03985 4.37107
S 1.79920 -0.68899 1.37178
H 4.72722 0.04674 1.92572
H 4.11474 -1.43106 2.65486
H 5.58698 -0.66278 3.31664
H 4.21597 2.25389 3.10478
H 5.21677 1.72339 4.46942
H 2.52894 3.00442 4.56976
H 3.53409 2.54144 5.96491
H 1.35985 1.07323 5.52698
C -4.42087 2.55146 -0.83471
Te -2.34598 2.80336 -1.26296
C -2.92605 3.67853 -3.14398
H -4.87322 1.95815 -1.62739
H -4.88063 3.53646 -0.78839
H -4.54162 2.03945 0.11469
H -3.65494 4.45705 -2.92453
H -3.37049 2.94392 -3.81468
H -2.06391 4.13498 -3.62729
C -0.48376 2.45707 -5.96010
Ge 0.56622 1.50219 -4.61261
C -0.40085 -0.07708 -4.01262
C 2.29952 1.06321 -5.41397
C 0.87678 2.75609 -3.12445
Se 1.18726 1.93306 -1.37519
C 3.09738 2.27750 -1.28447
H -0.54376 1.86753 -6.87646
H -0.02598 3.41815 -6.20077
H -1.49680 2.63636 -5.59945
H -0.28138 -0.89106 -4.72967
H -1.46338 0.15413 -3.91983
H -0.03994 -0.41994 -3.04212
H 2.17125 0.30554 -6.18854
H 3.01665 0.68547 -4.68368
H 2.71943 1.95799 -5.87674
H 0.01275 3.41075 -3.01256
H 1.74174 3.39096 -3.31728
H 3.58256 1.92585 -2.19097
H 3.47542 1.72350 -0.42757
H 3.25829 3.34383 -1.14858
```

Net charge: 0
Orbital gap (eV): 7.09
Energy above the lowest of the compared OMol25 structures with the same formula, charge and spin (eV): 2.8841
HOMO (Eh): -0.2534
Spin multiplicity: 1

Results of the Mulliken charge analysis, in e, for atoms 1 through 4: 0.70 -0.51 -0.51 -0.62

---

2.
The following is a quantum chemistry calculation of a structure of composition C41H58IrN2O5S2, from OMol25.

The geometry in XYZ format:
```
109
Properties=species:S:1:pos:R:3
Ir -0.28000 0.18374 0.38654
C 0.87908 -2.40177 -1.82207
C -0.61169 -2.33563 -1.58038
O -0.95613 -1.97673 -0.22495
C -0.71394 -3.01567 0.73788
C 0.66700 -2.88956 1.30387
O 0.92229 -1.50483 1.60024
C 2.32111 -1.38310 1.92993
C 2.80502 0.01814 1.67469
O 2.29831 0.51970 0.45470
C 3.06445 0.28592 -0.72794
C 2.81750 -1.10058 -1.28167
O 1.41851 -1.28319 -1.16057
H 1.32605 -3.32559 -1.43795
H 1.06971 -2.35863 -2.89978
H -1.05458 -1.55213 -2.19627
H -1.08336 -3.28859 -1.82505
H -1.44707 -2.89584 1.52048
H -0.86171 -3.99898 0.28745
H 0.73651 -3.49140 2.21484
H 1.43762 -3.23689 0.61619
H 2.46181 -1.64703 2.98076
H 2.88773 -2.09619 1.33117
H 2.45849 0.69703 2.45625
H 3.89817 0.03913 1.67076
H 2.70719 1.01705 -1.45005
H 4.12558 0.46118 -0.53527
H 3.13950 -1.12693 -2.32674
H 3.35060 -1.89422 -0.74638
C -3.67073 -0.20079 -0.62938
C -4.28212 -1.07575 0.46540
C -5.47608 -0.32589 1.08175
C -3.43460 -1.62368 1.61353
C -3.91196 -2.81066 2.15982
C -3.40364 -3.31636 3.34083
C -2.42069 -2.61785 4.01442
C -1.85986 -1.44212 3.50967
C -0.85093 -0.76690 4.46066
C -0.15568 0.53183 4.03533
C 0.21138 -1.77709 4.92375
C -2.35716 -1.00231 2.26828
N -1.85605 0.23354 1.67704
C -2.48467 1.25248 2.12423
C -2.34371 2.60294 1.67054
C -3.16854 3.55640 2.26562
C -3.13584 4.87194 1.84644
C -2.26012 5.22195 0.83012
C -1.43200 4.28341 0.23978
C -1.45711 2.94448 0.64339
N -0.58344 1.97672 0.04543
C 0.19139 2.59866 -1.02704
C -0.45882 2.72973 -2.26642
C 0.23662 3.37489 -3.28138
C 1.51230 3.86188 -3.06948
C 2.09457 3.77689 -1.81332
C 1.43565 3.18845 -0.73783
C 2.01586 3.35375 0.66746
C 1.55483 4.65670 1.33931
C 3.54670 3.36111 0.67346
C -1.89706 2.28614 -2.50808
C -2.08047 1.39146 -3.73697
C -2.81700 3.50830 -2.66243
H -4.26433 -0.30712 -1.53817
H -2.64596 -0.46502 -0.87812
H -3.70114 0.85571 -0.35184
H -4.69292 -1.96070 -0.02491
H -5.13852 0.56405 1.61980
H -6.03191 -0.95126 1.77947
H -6.16067 0.00336 0.29888
H -4.73168 -3.31915 1.66674
H -3.80699 -4.22717 3.76289
H -2.11012 -2.97123 4.98736
H -1.44981 -0.51315 5.34147
H 0.25138 0.48299 3.02844
H 0.67162 0.72486 4.71851
H -0.81313 1.40086 4.09114
H 0.95821 -1.27663 5.53970
H -0.20336 -2.58309 5.52392
H 0.71498 -2.22963 4.06989
H -3.21593 1.06799 2.90584
H -3.83713 3.24607 3.05905
H -3.77597 5.61314 2.30396
H -2.20694 6.24795 0.49080
H -0.75003 4.61674 -0.52578
H -0.23009 3.49497 -4.25070
H 2.04720 4.34434 -3.87694
H 3.06611 4.22468 -1.65678
H 1.67267 2.52187 1.28086
H 1.78045 5.51908 0.70805
H 2.09271 4.78414 2.27985
H 0.49424 4.67244 1.57024
H 3.93906 4.30217 0.28661
H 3.98002 2.55563 0.08294
H 3.90847 3.27026 1.69854
H -2.22763 1.70906 -1.64574
H -1.80431 1.90773 -4.65740
H -3.13316 1.11803 -3.81930
H -1.49991 0.47175 -3.68281
H -2.41188 4.20539 -3.39768
H -2.96465 4.05044 -1.73063
H -3.79845 3.18960 -3.01554
C 3.25561 -1.14006 -6.66238
O 2.19851 -0.96675 -5.68372
C 2.32416 -0.01139 -4.81040
S 3.60577 1.04186 -4.59892
S 1.15655 0.36172 -3.67617
H 2.97360 -2.01861 -7.23056
H 4.20703 -1.29404 -6.15733
H 3.30188 -0.26378 -7.30496
```

Net charge: +2
Orbital gap (alpha / beta) (eV): 6.12 / 6.10
Expectation value of S²: 0.76
HOMO (alpha / beta) (Eh): -0.4855 / -0.4846
Spin multiplicity: 2

Results of the Mulliken charge analysis, in e, for atoms 1 through 4: 2.15 -1.19 -0.44 -0.42

---

no.,E (Eh)
1,-7820.45810
2,-2982.87703